Entry 1:
Density functional theory data (wB97M-V/def2-TZVPD) for a structure of composition C34H25Br2N4O7ScTe4 at a distorted geometry.

- calculated total energy (eV) = -245918.6902
- relative energy (zero: lowest compared OMol25 entry of this formula, charge and spin) (eV) = 6.3465
- HOMO energy (alpha / beta) (eV) = -1.617 / -1.642
- charge = -2

XYZ file:
```
77
C34H25Br2N4O7ScTe4 | the OMol25 dataset | wB97M-V/def2-TZVPD
Te 2.969 0.863 5.124
Te 2.271 -0.668 2.621
Te 1.296 2.511 1.743
Te 3.567 2.733 3.239
Br -5.557 -3.316 3.501
Br 3.924 0.628 -6.447
Sc 0.201 0.054 0.201
O -1.577 -1.257 -0.471
O -1.313 -0.601 1.942
O -0.599 -4.297 -6.059
O 2.147 -1.141 -4.694
O 1.227 -0.611 -1.674
O 1.308 -4.607 -4.988
O 1.512 -1.166 0.658
N -5.150 -3.199 -1.836
N -0.841 0.669 -2.204
N -3.048 -2.940 -2.542
N -1.692 1.758 0.140
C -5.771 -4.043 -5.388
C -3.780 -3.303 -3.654
C -0.936 -1.652 -5.013
C 0.103 -2.561 -4.608
C -2.291 2.124 -1.041
C -3.254 -1.896 2.633
C -5.090 -3.457 -3.190
C -3.421 -3.536 -4.978
C -3.813 3.595 0.145
C 0.882 -0.686 -3.034
C 2.373 3.507 -3.103
C -1.897 1.521 -2.231
C -4.443 -3.905 -5.831
C 1.908 -0.051 -3.937
C -1.179 -0.172 3.316
C 1.192 -1.972 -3.835
C -4.323 -2.681 2.205
C 3.248 3.956 -4.095
C 2.386 1.258 -4.073
C -3.607 -2.536 -0.089
C 1.955 2.201 -3.090
C -3.241 3.163 1.357
C 0.202 -3.827 -5.262
C -4.513 -2.991 0.885
C 3.687 3.070 -5.069
C -2.536 -1.779 0.330
C -3.924 -2.894 -1.488
C -6.111 -3.827 -4.068
C -1.224 -0.472 -4.394
C -0.508 -0.128 -3.180
C -2.369 -1.435 1.679
C -3.348 3.091 -1.028
C -2.198 2.273 1.274
C 3.269 1.753 -5.064
H -6.536 -4.332 -6.098
H -1.712 -1.312 -1.430
H -4.206 -4.103 -6.868
H -7.125 -3.939 -3.709
H 1.910 -4.122 -4.413
H -3.135 -1.654 3.675
H 1.838 -2.651 -3.269
H -1.538 -1.949 -5.870
H -4.616 4.325 0.143
H -2.393 -3.472 -5.321
H -1.715 1.958 2.186
H -2.055 0.132 -4.731
H -0.939 -1.027 3.945
H 3.590 4.983 -4.110
H -0.353 0.532 3.346
H -2.109 0.308 3.626
H 2.026 4.179 -2.329
H 4.363 3.401 -5.846
H 1.282 1.848 -2.322
H -2.048 -2.791 -2.563
H -3.770 3.396 -1.978
H 1.543 -1.389 -1.181
H -2.432 1.726 -3.152
H -3.575 3.529 2.317
H -5.355 -3.579 0.557
```



Entry 2:
Density functional theory data (wB97M-V/def2-TZVPD) for a structure of composition C34H25Cl2IrNO4PS at a distorted geometry.

- calculated total energy (eV) = -93353.6695
- relative energy (zero: lowest compared OMol25 entry of this formula, charge and spin) (eV) = 0.0000
- HOMO energy (alpha / beta) (eV) = -0.967 / -1.184
- charge = -2

XYZ file:
```
69
C34H25Cl2IrNO4PS | the OMol25 dataset | wB97M-V/def2-TZVPD
Ir 0.085 -0.800 1.149
Cl 1.060 -3.208 4.461
Cl 2.779 1.546 2.487
S -1.918 -0.520 3.165
P -0.981 0.502 -0.361
O -1.761 -1.618 2.093
O -0.984 0.552 2.608
O -1.454 -0.983 4.455
O -3.296 -0.053 3.179
N 1.585 -1.217 2.320
C -0.609 2.997 0.830
C 3.577 -1.336 -3.235
C 1.761 -1.638 4.690
C 2.174 -1.264 5.947
C -3.276 2.098 -0.802
C -5.516 1.369 -0.336
C 0.267 -3.452 -0.082
C 1.433 -4.152 -2.083
C 1.911 -0.810 3.540
C -5.018 0.188 0.187
C 2.437 -0.666 -1.223
C 2.783 -0.030 6.158
C -3.648 -0.048 0.218
C -0.889 1.189 -3.135
C -0.195 2.150 -0.199
C 2.965 -2.557 -3.187
C -1.019 -1.449 -3.963
C 0.921 2.504 -0.958
C -2.769 0.906 -0.282
C 3.320 -0.381 -2.228
C 0.579 -4.426 -1.046
C -4.641 2.331 -0.829
C -0.971 -0.435 -4.906
C 2.963 0.816 5.072
C 1.164 4.540 0.299
C 0.779 -2.164 -0.130
C 2.538 0.437 3.816
C 1.754 -1.909 -1.158
C 0.066 4.184 1.071
C 2.054 -2.883 -2.148
C -0.912 0.175 -2.176
C -0.991 -1.147 -2.608
C 1.593 3.692 -0.713
C -0.912 0.889 -4.488
H -1.426 2.692 1.471
H 2.464 3.947 -1.306
H -2.599 2.856 -1.179
H 0.119 -5.407 -0.971
H 3.831 0.575 -2.248
H 4.268 -1.104 -4.038
H 3.423 1.789 5.190
H -0.256 4.820 1.887
H -0.847 2.225 -2.823
H -6.585 1.553 -0.345
H -1.060 -2.486 -4.272
H 2.010 -1.952 6.767
H 1.283 1.838 -1.732
H -5.689 -0.549 0.610
H -0.979 -0.671 -5.964
H -1.022 -1.946 -1.881
H -0.881 1.691 -5.217
H 3.164 -3.304 -3.949
H -3.251 -0.944 0.678
H -0.439 -3.696 0.707
H 1.697 5.462 0.500
H 1.661 -4.893 -2.843
H -5.021 3.265 -1.228
H 2.243 0.050 -0.431
H 3.101 0.269 7.149
```



Entry 3:
Density functional theory data (wB97M-V/def2-TZVPD) for a structure of composition C34H25ClGeN2NaO5S at a distorted geometry.

- multiplicity = 2
- calculated total energy (eV) = -133176.1382
- HOMO energy (alpha / beta) (eV) = 0.380 / -2.012
- charge = -2
- <S²> = 0.80

XYZ file:
```
70
C34H25ClGeN2NaO5S | the OMol25 dataset | wB97M-V/def2-TZVPD
Ge -1.716 -0.060 0.198
Cl 0.250 3.384 -6.206
S -1.693 2.423 1.493
Na 0.841 1.988 0.727
O -0.733 3.390 0.960
O -2.651 2.977 2.419
O -0.935 1.225 2.015
O -2.448 1.733 0.309
O -0.137 1.003 -0.835
N 2.799 1.749 1.995
N 2.619 1.335 -0.688
C 0.131 2.734 -4.563
C 1.896 -3.158 0.722
C -1.186 2.123 -2.661
C 2.773 1.804 3.329
C 1.223 1.802 -2.616
C -4.632 -1.015 -2.731
C -3.982 -0.641 -1.557
C -1.864 -0.970 -2.616
C -2.764 -1.989 2.205
C 4.872 0.472 2.120
C 3.756 0.913 -0.065
C -0.225 -1.320 0.459
C -3.651 -2.505 3.146
C 5.931 -0.174 1.427
C -3.004 -0.773 1.557
C 0.815 -1.105 1.368
C -2.504 -1.357 -3.787
C 1.273 2.320 -3.911
C -5.062 -0.594 2.852
C -2.588 -0.606 -1.476
C 4.799 0.565 3.518
C 3.742 1.218 4.129
C -3.892 -1.376 -3.849
C -4.808 -1.811 3.471
C -4.172 -0.085 1.913
C -0.054 1.628 -1.986
C 0.851 -3.416 -0.154
C 2.498 1.451 -1.975
C -0.195 -2.504 -0.284
C 5.896 -0.245 0.038
C -1.102 2.663 -3.934
C 1.872 -1.999 1.488
C 3.791 1.059 1.380
C 4.853 0.280 -0.704
H 5.583 0.104 4.113
H -5.950 -0.027 3.112
H 3.361 1.355 -2.641
H 4.831 0.138 -1.776
H -2.143 2.064 -2.159
H 6.742 -0.616 1.994
H -0.992 -2.730 -0.981
H -5.715 -1.025 -2.770
H -4.394 -1.669 -4.765
H 2.728 -3.849 0.803
H -4.576 -0.373 -0.692
H 6.700 -0.756 -0.483
H 2.237 2.415 -4.401
H -1.865 -2.549 1.980
H -1.916 -1.627 -4.657
H -0.781 -0.943 -2.589
H 0.814 -0.225 1.997
H -4.374 0.884 1.472
H 1.944 2.344 3.775
H 2.687 -1.776 2.168
H -1.990 3.021 -4.438
H 3.663 1.282 5.207
H -3.430 -3.450 3.631
H 0.852 -4.321 -0.751
H -5.497 -2.206 4.210
```



Entry 4:
Density functional theory data (wB97M-V/def2-TZVPD) for a structure of composition C34H25F3InN6O2S at a distorted geometry.

- calculated total energy (eV) = -72855.6910
- relative energy (zero: lowest compared OMol25 entry of this formula, charge and spin) (eV) = 0.9543
- HOMO energy (eV) = -10.513
- charge = +1

XYZ file:
```
72
C34H25F3InN6O2S | the OMol25 dataset | wB97M-V/def2-TZVPD
In 1.169 -0.318 0.625
S 3.591 -0.004 0.765
F 5.854 0.714 -1.512
F 6.522 2.700 -1.184
F 6.007 1.532 0.499
O 0.383 -2.284 1.058
O 2.409 -0.343 -2.141
N 1.906 1.816 -0.283
N -0.036 -0.783 -1.162
N -1.013 0.631 1.084
N -1.157 -1.397 -1.174
N -6.286 1.380 0.934
N 1.394 -0.113 2.979
C 3.779 3.403 -1.396
C -5.159 1.229 0.975
C -5.802 -2.960 -0.361
C 1.664 -1.223 3.618
C 0.471 1.593 -4.577
C 2.387 1.138 4.752
C 5.650 1.814 -0.753
C 4.177 2.212 -0.800
C -2.915 1.591 0.055
C -1.555 1.397 0.161
C 3.487 -0.859 -2.901
C -1.493 -3.285 1.972
C 2.308 -1.233 4.829
C 1.418 0.259 -2.820
C -5.076 -3.237 0.782
C 2.676 -0.005 5.420
C -3.033 -2.480 -0.293
C -5.140 -2.389 -1.469
C -2.881 -3.465 1.927
C 2.440 3.769 -1.511
C 3.219 1.451 -0.151
C 1.518 2.903 -0.994
C -3.150 0.298 2.053
C 1.576 1.022 -3.982
C -0.792 1.400 -4.117
C -3.746 1.056 1.036
C -3.787 -2.144 -1.455
C 0.128 0.049 -2.330
C -0.880 -2.562 0.942
C -3.674 -3.063 0.804
C -0.975 0.588 -3.003
C -1.640 -2.139 -0.178
C -1.818 0.111 2.044
C 1.769 1.065 3.515
H 2.527 -2.153 5.315
H -3.316 -1.650 -2.339
H -3.227 2.120 -0.833
H 3.079 -1.066 -3.902
H 3.833 -1.810 -2.444
H -3.746 -0.208 2.786
H 1.456 1.946 2.971
H 2.086 4.590 -2.112
H 4.296 -0.129 -2.889
H 1.284 -2.134 3.137
H -1.626 1.834 -4.647
H -5.614 -2.160 -2.368
H 2.699 2.087 5.182
H 0.710 2.134 -5.491
H -1.923 0.411 -2.531
H -1.373 -0.468 2.804
H -5.607 -3.626 1.642
H -0.894 -3.589 2.784
H 3.173 0.002 6.370
H -0.882 1.698 -0.644
H -3.427 -3.949 2.783
H 4.520 4.023 -1.873
H 2.494 1.314 -4.433
H 0.455 2.947 -1.118
H -6.875 -3.002 -0.431
```